Entry 1:
A structure of composition C31H28BN6S3W in a non-equilibrium geometry. Source: OMol25; level of theory: wB97M-V/def2-TZVPD.

Values from the calculation:
2S+1 = 1
energy above the lowest of the compared OMol25 structures with the same formula, charge and spin = 0.348 eV
orbital gap (spin up / spin down) = 5.322 / 5.319 eV
energy = -2812.23971 hartree
LUMO level (spin up / spin down) = -11.70 / -11.70 eV
total charge = +3
max |F| = 0.0287 hartree/bohr

Positions of all 70 atoms, in Å:
W  -0.43  0.36  0.35
C  3.03  -2.68  -2.78
C  2.24  -2.34  -1.58
C  2.14  -3.06  -0.39
C  1.28  -2.35  0.42
N  0.86  -1.23  -0.25
N  1.46  -1.25  -1.48
B  1.25  -0.10  -2.50
N  -0.27  0.01  -2.71
N  -1.02  -0.02  -1.58
C  -2.33  -0.03  -1.94
C  -2.42  0.04  -3.31
C  -1.09  0.04  -3.77
C  -0.60  0.05  -5.17
C  -3.23  -0.23  -0.82
C  -4.48  0.35  -0.68
C  -5.25  0.07  0.44
C  -4.78  -0.79  1.43
C  -3.55  -1.39  1.31
C  -2.74  -1.10  0.20
N  1.66  1.19  -1.75
N  1.17  1.32  -0.50
C  1.69  2.46  0.04
C  2.47  3.09  -0.90
C  2.44  2.24  -2.03
C  3.16  2.41  -3.31
C  1.37  2.62  1.45
C  1.12  3.84  2.07
C  0.87  3.87  3.43
C  0.88  2.70  4.19
C  1.13  1.48  3.59
C  1.35  1.41  2.21
C  0.82  -2.63  1.78
C  1.25  -3.75  2.49
C  0.77  -3.98  3.77
C  -0.14  -3.11  4.36
C  -0.58  -1.99  3.66
C  -0.09  -1.79  2.40
H  3.55  -3.63  -2.63
H  3.78  -1.92  -3.00
H  2.40  -2.77  -3.66
H  2.65  -3.98  -0.16
H  1.85  -0.26  -3.51
H  -3.30  0.04  -3.93
H  -1.44  0.03  -5.86
H  0.03  -0.81  -5.37
H  -0.01  0.95  -5.37
H  -4.84  1.03  -1.45
H  -6.23  0.52  0.53
H  -5.41  -1.03  2.28
H  -3.22  -2.11  2.05
H  -1.97  -1.83  -0.07
H  3.03  4.00  -0.80
H  3.75  3.32  -3.30
H  2.45  2.46  -4.15
H  3.83  1.57  -3.51
H  1.12  4.75  1.48
H  0.68  4.82  3.91
H  0.73  2.75  5.26
H  1.19  0.58  4.20
H  1.86  0.53  1.82
H  1.96  -4.43  2.05
H  1.11  -4.85  4.32
H  -0.52  -3.30  5.36
H  -1.29  -1.31  4.11
H  -0.45  -0.89  1.83
S  -3.17  3.78  1.98
C  -2.25  2.61  1.39
S  -1.52  2.54  -0.19
S  -1.79  1.14  2.23

Mulliken atomic charge list, values in e, 4 entries:
1. W -1.275
2. C -1.455
3. C 0.214
4. C -0.883

=====

Entry 2:
A structure of composition C31H28Br4MnN9O3P. Source: OMol25; level of theory: wB97M-V/def2-TZVPD.

Values from the calculation:
2S+1 = 5
orbital gap (spin up / spin down) = 6.596 / 7.121 eV
energy = -13704.99847 hartree
LUMO level (spin up / spin down) = -3.19 / -2.77 eV
total charge = +1
max |F| = 0.0172 hartree/bohr

Positions of all 77 atoms, in Å:
Mn  -0.81  -0.13  -0.27
C  -4.90  1.10  -3.94
N  -4.27  0.72  -2.67
C  -4.90  0.69  -1.45
C  -3.97  0.24  -0.55
N  -2.80  0.00  -1.21
C  -3.00  0.30  -2.48
P  -1.77  0.00  -3.79
C  -0.39  0.93  -3.05
N  0.00  0.91  -1.79
C  1.01  1.81  -1.63
C  1.26  2.38  -2.84
N  0.36  1.83  -3.72
C  0.28  2.15  -5.15
C  -1.25  -1.64  -3.19
N  -0.61  -1.86  -2.06
C  -0.37  -3.21  -2.02
C  -0.87  -3.80  -3.14
N  -1.42  -2.79  -3.89
C  -2.11  -2.95  -5.17
H  -5.76  1.73  -3.72
H  -5.24  0.22  -4.48
H  -4.20  1.66  -4.55
H  -5.93  0.99  -1.32
H  -4.07  0.07  0.51
H  1.45  2.01  -0.66
H  1.98  3.13  -3.13
H  1.05  2.88  -5.39
H  -0.69  2.57  -5.40
H  0.45  1.26  -5.75
H  0.16  -3.68  -1.20
H  -0.87  -4.83  -3.47
H  -2.09  -4.00  -5.45
H  -1.62  -2.37  -5.95
H  -3.15  -2.63  -5.09
Br  -3.64  0.72  5.88
C  -2.78  1.05  4.24
C  -2.40  2.34  3.88
Br  -2.77  3.80  5.00
C  -1.73  2.55  2.66
Br  -1.19  4.26  2.07
C  -1.44  1.48  1.83
O  -0.77  1.56  0.66
C  -1.90  0.22  2.17
O  -1.69  -0.73  1.21
C  -2.53  -0.01  3.36
Br  -3.08  -1.79  3.71
C  1.62  1.64  5.80
C  2.35  1.33  4.52
C  3.10  0.17  4.39
C  3.85  -0.09  3.25
C  3.84  0.80  2.19
N  4.62  0.61  1.02
C  5.20  -0.55  0.58
O  6.25  -0.58  -0.03
N  4.53  -1.74  0.87
C  3.16  -2.01  0.94
C  2.73  -3.22  1.47
C  1.38  -3.50  1.53
C  0.48  -2.58  1.04
N  0.88  -1.43  0.49
C  2.18  -1.14  0.46
C  3.07  1.95  2.29
C  2.35  2.22  3.44
H  1.04  0.78  6.14
H  0.95  2.49  5.68
H  2.34  1.89  6.59
H  3.13  -0.54  5.21
H  4.47  -0.98  3.21
H  5.11  1.42  0.67
H  5.14  -2.54  0.77
H  3.46  -3.93  1.85
H  1.03  -4.43  1.96
H  -0.59  -2.75  1.11
H  2.46  -0.21  -0.02
H  3.06  2.66  1.47
H  1.77  3.13  3.51

Mulliken atomic charge list, values in e, 4 entries:
1. Mn 0.785
2. C -0.833
3. N 0.206
4. C -0.662

=====

Entry 3:
A structure of composition C31H28BrN8ReSSe in a non-equilibrium geometry. Source: OMol25; level of theory: wB97M-V/def2-TZVPD.

Values from the calculation:
2S+1 = 4
energy above the lowest of the compared OMol25 structures with the same formula, charge and spin = 0.000 eV
orbital gap (spin up / spin down) = 8.019 / 6.324 eV
energy = -7087.28587 hartree
LUMO level (spin up / spin down) = -8.38 / -10.09 eV
total charge = +3
max |F| = 0.0221 hartree/bohr

Positions of all 71 atoms, in Å:
Re  0.24  -0.25  -0.37
C  2.07  1.06  -2.68
N  2.02  -0.22  -1.93
C  1.85  -1.41  -2.78
C  0.40  -1.63  -3.00
N  -0.51  -1.27  -2.10
C  -1.76  -1.65  -2.64
C  -3.08  -1.51  -2.20
C  -4.08  -2.05  -2.99
C  -3.81  -2.71  -4.19
C  -2.52  -2.82  -4.66
C  -1.51  -2.28  -3.86
N  -0.14  -2.23  -4.05
C  0.94  1.94  -2.28
N  0.00  1.58  -1.41
C  -0.86  2.69  -1.28
C  -2.03  2.88  -0.55
C  -2.66  4.11  -0.66
C  -2.14  5.13  -1.46
C  -1.00  4.95  -2.21
C  -0.38  3.71  -2.11
N  0.76  3.19  -2.72
H  2.03  0.88  -3.75
H  3.01  1.57  -2.48
H  2.90  -0.32  -1.44
H  2.26  -2.28  -2.25
H  2.38  -1.32  -3.73
H  -3.33  -0.98  -1.30
H  -5.11  -1.96  -2.66
H  -4.62  -3.13  -4.76
H  -2.29  -3.30  -5.60
H  0.35  -2.61  -4.85
H  -2.46  2.09  0.04
H  -3.57  4.28  -0.11
H  -2.65  6.08  -1.51
H  -0.61  5.72  -2.85
H  1.33  3.68  -3.38
S  -1.95  -0.39  0.74
C  -2.06  -0.96  2.38
N  -0.99  -1.34  3.11
C  -1.08  -1.72  4.40
C  -2.29  -1.75  5.03
C  -3.44  -1.40  4.30
C  -3.32  -0.99  2.98
H  -0.10  -1.38  2.63
H  -0.16  -1.98  4.89
H  -2.36  -2.04  6.06
H  -4.41  -1.45  4.76
H  -4.18  -0.70  2.41
Se  0.89  -2.40  0.65
C  2.61  -2.49  1.54
C  3.79  -2.48  0.82
C  4.99  -2.59  1.54
N  5.01  -2.73  2.85
C  3.88  -2.80  3.53
C  2.64  -2.68  2.91
H  3.82  -2.41  -0.26
H  5.94  -2.57  1.03
H  3.96  -2.96  4.60
H  1.73  -2.78  3.50
Br  3.68  0.94  0.49
C  2.27  1.63  1.54
C  2.62  2.54  2.52
C  1.63  3.10  3.30
C  0.31  2.74  3.04
C  0.06  1.83  2.04
N  1.01  1.23  1.30
H  3.66  2.82  2.65
H  1.87  3.80  4.09
H  -0.51  3.18  3.59
H  -0.96  1.56  1.81

Mulliken atomic charge list, values in e, 4 entries:
1. Re 0.697
2. C -0.803
3. N -0.369
4. C -1.277

=====

Entry 4:
A structure of composition C31H28ClNO3P2PtS. Source: OMol25; level of theory: wB97M-V/def2-TZVPD.

Values from the calculation:
2S+1 = 1
energy above the lowest of the compared OMol25 structures with the same formula, charge and spin = 0.058 eV
orbital gap = 7.886 eV
energy = -3138.54904 hartree
LUMO level = -6.81 eV
total charge = +2
max |F| = 0.0096 hartree/bohr

Positions of all 68 atoms, in Å:
Pt  -0.46  -1.19  -2.09
N  -1.26  1.78  -1.35
P  -0.35  1.87  0.02
C  -0.04  3.57  0.33
C  -0.87  4.57  -0.17
C  -0.61  5.89  0.15
C  0.48  6.21  0.95
C  1.31  5.21  1.45
C  1.05  3.88  1.15
C  -1.07  0.98  1.35
C  -2.09  1.62  2.06
C  -2.70  0.95  3.11
C  -2.29  -0.33  3.45
C  -1.27  -0.96  2.75
C  -0.65  -0.31  1.69
P  -2.00  0.33  -1.95
C  -3.44  0.12  -0.92
C  -3.66  -0.96  -0.07
C  -4.82  -1.00  0.69
C  -5.75  0.02  0.60
C  -5.53  1.11  -0.24
C  -4.38  1.16  -1.00
C  -2.51  0.79  -3.59
C  -3.67  0.17  -4.07
C  -4.09  0.43  -5.37
C  -3.36  1.29  -6.18
C  -2.20  1.89  -5.71
C  -1.76  1.63  -4.42
H  -1.09  2.51  -2.04
H  -1.74  4.33  -0.78
H  -1.25  6.67  -0.23
H  0.69  7.24  1.19
H  2.15  5.46  2.08
H  1.70  3.10  1.54
H  -2.40  2.62  1.80
H  -3.49  1.44  3.66
H  -2.76  -0.84  4.28
H  -0.95  -1.95  3.03
H  0.14  -0.80  1.14
H  -2.94  -1.76  0.00
H  -5.00  -1.85  1.34
H  -6.66  -0.02  1.19
H  -6.26  1.90  -0.31
H  -4.22  1.99  -1.68
H  -4.24  -0.49  -3.44
H  -4.98  -0.05  -5.74
H  -3.69  1.49  -7.19
H  -1.62  2.54  -6.35
H  -0.82  2.07  -4.09
C  7.12  -1.39  -0.61
C  5.79  -0.74  -0.84
C  5.66  0.33  -1.73
C  4.43  0.93  -1.95
C  3.32  0.43  -1.26
C  3.42  -0.63  -0.36
C  4.66  -1.20  -0.16
S  1.81  1.15  -1.66
O  1.91  2.50  -2.09
O  1.01  0.28  -2.54
O  1.05  1.10  -0.22
H  7.93  -0.84  -1.10
H  7.11  -2.41  -1.01
H  7.34  -1.45  0.45
H  6.53  0.70  -2.25
H  4.33  1.77  -2.62
H  2.56  -1.00  0.17
H  4.76  -2.02  0.54
Cl  -1.62  -3.04  -1.82

Mulliken atomic charge list, values in e, 4 entries:
1. Pt 0.899
2. N 0.386
3. P -0.114
4. C 0.555

=====

Entry 5:
A structure of composition C31H28F12N3O3PSTeTi in a non-equilibrium geometry. Source: OMol25; level of theory: wB97M-V/def2-TZVPD.

Values from the calculation:
2S+1 = 3
energy above the lowest of the compared OMol25 structures with the same formula, charge and spin = 2.223 eV
orbital gap (spin up / spin down) = 4.152 / 5.097 eV
energy = -4643.52459 hartree
LUMO level (spin up / spin down) = 3.86 / 3.85 eV
total charge = -2
max |F| = 0.0625 hartree/bohr

Positions of all 81 atoms, in Å:
Ti  1.51  -0.67  0.30
C  6.54  -1.16  -0.68
Te  4.35  -0.72  -0.39
C  4.10  -0.78  -2.56
H  7.02  -0.34  -1.22
H  6.70  -2.09  -1.21
H  6.98  -1.22  0.31
H  4.53  -1.69  -2.96
H  4.55  0.07  -3.05
H  3.03  -0.79  -2.73
F  1.96  -2.82  1.49
C  3.07  -2.71  2.24
F  4.08  -3.22  1.53
F  2.91  -3.49  3.30
S  3.31  -0.90  2.75
O  4.66  -0.59  2.35
O  3.08  -0.89  4.15
O  2.27  -0.24  1.98
F  -7.52  -0.24  -1.82
C  -6.81  -1.41  -1.89
F  -7.43  -2.21  -0.98
F  -7.13  -1.92  -3.09
C  -5.36  -1.25  -1.64
C  -4.44  -1.25  -2.70
C  -3.11  -1.02  -2.44
C  -2.65  -0.79  -1.13
C  -3.59  -0.83  -0.08
C  -4.91  -1.04  -0.33
P  -0.92  -0.18  -0.92
C  -0.67  -0.93  0.75
C  -0.66  -0.32  2.04
C  -0.73  -1.08  3.18
C  -0.87  -2.48  3.11
C  -0.92  -3.10  1.85
C  -0.84  -2.35  0.71
C  -0.94  -3.27  4.35
F  -1.21  -4.57  4.17
F  0.21  -3.26  5.09
F  -1.89  -2.83  5.23
C  -1.55  1.51  -0.79
C  -2.23  2.10  0.30
C  -2.66  3.40  0.25
C  -2.49  4.16  -0.91
C  -1.92  3.55  -2.05
C  -1.45  2.27  -1.97
C  -2.87  5.58  -0.99
F  -3.85  5.86  -1.90
F  -1.84  6.39  -1.37
F  -3.32  6.10  0.17
H  -4.78  -1.43  -3.71
H  -2.39  -1.02  -3.24
H  -3.24  -0.70  0.93
H  -5.63  -1.07  0.48
H  -0.61  0.76  2.12
H  -0.71  -0.61  4.16
H  -1.05  -4.18  1.80
H  -0.95  -2.82  -0.26
H  -2.40  1.52  1.20
H  -3.12  3.85  1.12
H  -1.83  4.13  -2.96
H  -0.99  1.80  -2.83
C  3.41  2.54  0.33
C  1.93  2.41  -0.07
C  1.64  3.50  -1.11
C  1.10  2.70  1.20
C  1.61  1.03  -0.61
H  3.62  3.54  0.70
H  4.05  2.34  -0.54
H  3.66  1.82  1.11
H  1.89  4.48  -0.71
H  0.59  3.50  -1.39
H  2.25  3.34  -2.00
H  1.37  3.67  1.62
H  1.31  1.93  1.94
H  0.04  2.71  0.96
H  1.62  1.03  -1.71
N  1.52  -1.98  -1.15
C  1.73  -3.08  -1.51
N  1.91  -4.16  -2.11
C  2.09  -5.39  -1.84
N  2.26  -6.53  -1.71

Mulliken atomic charge list, values in e, 4 entries:
1. Ti -2.600
2. C -1.262
3. Te 1.147
4. C -1.157

=====

Entry 6:
A structure of composition C31H28N7O3S9V in a non-equilibrium geometry. Source: OMol25; level of theory: wB97M-V/def2-TZVPD.

Values from the calculation:
2S+1 = 3
energy above the lowest of the compared OMol25 structures with the same formula, charge and spin = 0.000 eV
orbital gap (spin up / spin down) = 6.673 / 7.052 eV
energy = -6334.90895 hartree
LUMO level (spin up / spin down) = -0.45 / -0.07 eV
max |F| = 0.0306 hartree/bohr

Positions of all 79 atoms, in Å:
V  0.78  -0.67  0.77
C  -4.16  0.39  2.10
C  -3.04  -0.11  2.93
N  -3.06  -0.37  4.20
N  -1.80  -0.83  4.48
C  -0.99  -0.88  3.41
S  0.59  -1.42  3.32
N  -1.78  -0.38  2.42
N  -1.40  -0.32  1.08
H  -4.97  0.71  2.75
H  -4.51  -0.41  1.45
H  -3.84  1.23  1.48
H  -1.57  -1.15  5.40
H  -1.73  0.58  0.65
H  -1.85  -1.11  0.61
S  3.20  -0.24  0.62
C  2.59  1.09  1.55
C  3.34  2.14  2.09
C  2.71  3.07  2.88
C  1.34  2.96  3.13
C  0.65  1.93  2.54
N  1.26  1.03  1.75
H  4.40  2.19  1.88
H  3.27  3.90  3.30
H  0.82  3.67  3.75
H  -0.41  1.83  2.66
N  0.61  0.03  -0.96
S  1.73  -0.12  -2.14
C  0.84  -0.88  -3.50
C  1.33  -0.73  -4.79
C  0.67  -1.37  -5.83
C  -0.46  -2.14  -5.58
C  -0.92  -2.29  -4.28
C  -0.27  -1.66  -3.23
C  1.86  1.53  -2.80
C  3.06  2.20  -2.60
C  3.18  3.52  -3.00
C  2.10  4.16  -3.59
C  0.90  3.48  -3.80
C  0.77  2.16  -3.40
H  -0.18  0.63  -1.24
H  2.21  -0.13  -4.98
H  1.04  -1.25  -6.84
H  -0.97  -2.63  -6.40
H  -1.79  -2.90  -4.08
H  -0.61  -1.78  -2.21
H  3.89  1.68  -2.12
H  4.10  4.05  -2.83
H  2.18  5.20  -3.88
H  0.06  3.98  -4.25
H  -0.16  1.63  -3.55
O  -1.96  -3.01  0.96
C  -0.83  -3.40  0.71
N  0.24  -2.58  0.48
S  1.59  -3.43  0.03
O  1.93  -3.07  -1.32
O  2.62  -3.37  1.02
C  0.83  -5.02  0.14
C  1.38  -6.28  -0.01
C  0.57  -7.37  0.30
C  -0.73  -7.19  0.75
C  -1.27  -5.92  0.90
C  -0.47  -4.84  0.58
H  2.40  -6.41  -0.34
H  0.97  -8.37  0.19
H  -1.33  -8.06  1.01
H  -2.27  -5.76  1.26
C  -3.19  3.54  3.52
S  -3.43  4.19  1.84
C  -1.77  4.29  1.29
C  -1.23  3.52  0.31
S  -1.99  2.26  -0.61
S  0.44  3.92  -0.06
C  0.66  5.24  1.03
S  2.06  6.09  1.15
S  -0.76  5.56  1.95
H  -4.18  3.36  3.93
H  -2.67  4.26  4.15
H  -2.64  2.60  3.49

Mulliken atomic charge list, values in e, 4 entries:
1. V -0.943
2. C -1.116
3. C 0.867
4. N -0.894